(1)
# C2HN3O2

A molecular structure, C2HN3O2 at a distorted geometry (ωB97M-V/def2-TZVPD, OMol25).

The geometry in ORCA input format:
```
! RIJCOSX wB97M-V def2-TZVPD def2/J DEFGRID3
* xyz 0 1
C -0.875 -0.240 0.332
C 0.349 -0.861 0.146
H 0.609 -1.967 0.769
N 1.289 -0.252 -0.508
N 1.180 1.160 -1.148
N 0.161 1.829 -0.688
O -1.998 -0.882 0.441
O -0.715 1.212 0.656
*
```

## Properties
HOMO level in eV: -11.0
Calculated total energy in eV: -10648.490


(2)
# C2HN3OS2

A single C2HN3OS2 molecule at a distorted geometry (ωB97M-V/def2-TZVPD, OMol25).

The geometry in ORCA input format:
```
! RIJCOSX wB97M-V def2-TZVPD def2/J DEFGRID3
* xyz 0 1
C -1.079 -0.036 -0.005
C 1.226 -0.112 -0.024
H -3.301 0.214 0.335
N -1.076 1.391 0.041
N -0.017 2.029 0.058
N -0.026 -0.776 0.046
O 1.219 1.251 -0.123
S -2.603 -0.871 -0.039
S 2.634 -0.869 0.027
*
```

## Properties
HOMO level in eV: -9.2
Calculated total energy in eV: -30275.028
Structure (SMILES): S=c1nc(S)nno1


(3)
# C2HN4S

A molecular structure, C2HN4S at a distorted geometry (ωB97M-V/def2-TZVPD, OMol25).

The geometry in ORCA input format:
```
! RIJCOSX wB97M-V def2-TZVPD def2/J DEFGRID3
* xyz 1 1
C -0.199 0.338 1.561
C 0.040 -0.099 0.358
N 2.784 -1.615 -2.744
N -1.413 0.889 1.317
N -2.070 0.942 0.264
N 1.861 -1.203 -2.267
S -1.298 0.173 -0.883
H 0.295 0.575 2.394
*
```

## Properties
HOMO level in eV: -16.5
Calculated total energy in eV: -18871.862


(4)
# C2HN5O

A single C2HN5O molecule at a distorted geometry (ωB97M-V/def2-TZVPD, OMol25).

The geometry in ORCA input format:
```
! RIJCOSX wB97M-V def2-TZVPD def2/J DEFGRID3
* xyz 0 1
C 1.246 -0.237 0.029
C -0.907 -0.895 -0.197
H -1.640 -1.699 -0.217
N 0.300 -1.002 -0.574
N -1.448 0.122 0.357
N -0.790 1.211 0.753
N 0.152 1.670 -0.253
N 1.143 1.095 -0.864
O 1.944 -0.265 0.966
*
```

## Properties
HOMO level in eV: -10.0
Calculated total energy in eV: -11581.826
Structure (SMILES): O=c1ncnnnn1


(5)
# C2HN5O

A single C2HN5O molecule at a distorted geometry (ωB97M-V/def2-TZVPD, OMol25).

The geometry in ORCA input format:
```
! RIJCOSX wB97M-V def2-TZVPD def2/J DEFGRID3
* xyz 0 1
C -1.141 -0.002 -0.145
C 0.488 1.357 -0.292
H 0.578 2.435 -0.569
N -0.763 1.099 -0.606
N 1.417 0.675 0.505
N 1.573 -0.506 0.519
N 0.695 -1.393 -0.367
N -0.408 -1.160 -0.720
O -1.782 -0.197 0.985
*
```

## Properties
HOMO level in eV: -9.5
Calculated total energy in eV: -11581.627
Structure (SMILES): O=c1ncnnnn1


(6)
# C2HNO2

2 unconnected molecules or ions with the total composition C2HNO2 at a distorted geometry (ωB97M-V/def2-TZVPD, OMol25).

The geometry in ORCA input format:
```
! RIJCOSX wB97M-V def2-TZVPD def2/J DEFGRID3
* xyz 0 1
C -0.251 1.732 0.027
C 0.225 -1.656 0.039
N 0.567 2.185 -0.616
O 0.147 -1.910 1.267
O 0.243 -1.385 -1.067
H -0.931 1.034 0.350
*
```

## Properties
HOMO level in eV: -13.0
Calculated total energy in eV: -7674.565
Structure (SMILES): O=C=O.C#N


(7)
# C2HNO2

A single C2HNO2 molecule at a distorted geometry (ωB97M-V/def2-TZVPD, OMol25).

The geometry in ORCA input format:
```
! RIJCOSX wB97M-V def2-TZVPD def2/J DEFGRID3
* xyz 0 1
C 0.458 -0.375 0.124
C -0.941 -0.398 0.182
H 0.431 1.581 -0.026
N -2.057 -0.296 -0.135
O 0.951 0.860 -0.058
O 1.158 -1.372 -0.086
*
```

## Properties
HOMO level in eV: -12.0
Calculated total energy in eV: -7673.884
Structure (SMILES): N#CC(=O)O


(8)
# C2HNO3

2 unconnected molecules or ions with the total composition C2HNO3 at a distorted geometry (ωB97M-V/def2-TZVPD, OMol25).

The geometry in ORCA input format:
```
! RIJCOSX wB97M-V def2-TZVPD def2/J DEFGRID3
* xyz 0 1
C -2.655 -0.242 0.008
C 2.916 0.089 -0.170
N -3.696 -0.688 -0.306
O 4.061 0.287 -0.125
O -1.607 0.482 0.124
O 1.814 -0.086 -0.265
H -0.834 0.159 0.734
*
```

## Properties
HOMO level in eV: -11.1
Calculated total energy in eV: -9722.072
Structure (SMILES): O=C=O.N#CO


(9)
# C2HNO3S

A single C2HNO3S molecule at a distorted geometry (ωB97M-V/def2-TZVPD, OMol25).

The geometry in ORCA input format:
```
! RIJCOSX wB97M-V def2-TZVPD def2/J DEFGRID3
* xyz 0 1
C 0.978 0.399 -1.112
C 0.504 -0.139 0.181
N -0.053 -0.571 -1.050
O 1.539 1.183 -1.773
O -1.925 0.127 1.591
O 0.574 -0.755 1.468
S -0.583 0.550 1.710
H -1.035 -0.794 -1.015
*
```

## Properties
HOMO level in eV: -9.4
Calculated total energy in eV: -20553.478


(10)
# C2HNO4

A molecular structure, C2HNO4 at a distorted geometry (ωB97M-V/def2-TZVPD, OMol25).

The geometry in ORCA input format:
```
! RIJCOSX wB97M-V def2-TZVPD def2/J DEFGRID3
* xyz 0 1
C -0.727 0.166 0.005
C 1.368 0.030 -0.034
H -2.220 -1.311 0.492
N -0.413 1.416 0.022
O -1.863 -0.274 -0.153
O 1.134 1.346 -0.149
O 2.436 -0.547 -0.001
O 0.284 -0.827 -0.183
*
```

## Properties
HOMO level in eV: -10.8
Calculated total energy in eV: -11766.408


(11)
# C2HNO4

A single C2HNO4 molecule at a distorted geometry (ωB97M-V/def2-TZVPD, OMol25).

The geometry in ORCA input format:
```
! RIJCOSX wB97M-V def2-TZVPD def2/J DEFGRID3
* xyz 0 3
C -1.106 0.726 0.252
C -0.228 -0.498 0.160
N 1.243 -0.285 -0.195
O -2.268 0.516 0.414
O -0.598 -1.825 0.057
O 1.373 0.282 -1.243
O 2.177 -0.703 0.438
H -0.594 1.787 0.118
*
```

## Properties
HOMO level (spin up / spin down) in eV: -9.7 / -11.2
Calculated total energy in eV: -11762.392
⟨S²⟩: 2.015


(12)
# C2HNOS

2 unconnected molecules or ions with the total composition C2HNOS at a distorted geometry (ωB97M-V/def2-TZVPD, OMol25).

The geometry in ORCA input format:
```
! RIJCOSX wB97M-V def2-TZVPD def2/J DEFGRID3
* xyz 0 1
C -1.527 0.552 -0.516
C 1.418 -0.372 0.499
N -1.302 -0.315 0.200
O 1.158 0.338 1.335
S 1.793 -1.563 -0.339
H -1.540 1.361 -1.178
*
```

## Properties
HOMO level in eV: -10.4
Calculated total energy in eV: -16462.163
Structure (SMILES): O=C=S.C#N


(13)
# C2HNOS

2 unconnected molecules or ions with the total composition C2HNOS at a distorted geometry (ωB97M-V/def2-TZVPD, OMol25).

The geometry in ORCA input format:
```
! RIJCOSX wB97M-V def2-TZVPD def2/J DEFGRID3
* xyz 0 1
C 0.014 0.791 0.622
C 0.134 -2.116 -0.125
N 0.481 1.209 -0.380
O -0.655 -1.802 -0.874
S -0.137 0.045 1.943
H 0.163 1.872 -1.185
*
```

## Properties
HOMO level in eV: -9.6
Calculated total energy in eV: -16461.841


(14)
# C2HNdO4

A molecular structure, C2HNdO4 at a distorted geometry (ωB97M-V/def2-TZVPD, OMol25).

The geometry in ORCA input format:
```
! RIJCOSX wB97M-V def2-TZVPD def2/J DEFGRID3
* xyz 1 5
O 1.061 -0.896 -0.088
O -3.387 -0.509 0.083
O -0.139 -0.348 0.470
O -3.173 0.852 -0.303
C -2.319 -1.119 0.016
C -1.142 -0.523 -0.373
H -0.889 -0.597 -1.439
Nd 3.114 0.645 0.084
*
```

## Properties
HOMO level (spin up / spin down) in eV: -11.0 / -11.0
Calculated total energy in eV: -25537.768
⟨S²⟩: 6.004


(15)
# C2HO3Zn

A molecular structure, C2HO3Zn at a distorted geometry (ωB97M-V/def2-TZVPD, OMol25).

The geometry in ORCA input format:
```
! RIJCOSX wB97M-V def2-TZVPD def2/J DEFGRID3
* xyz 2 2
O -2.171 0.096 0.182
H -2.227 1.070 0.174
O 1.185 0.552 0.116
O 1.181 -0.792 -0.324
C -1.008 -0.367 0.072
C -0.061 -1.145 -0.280
Zn 3.101 0.587 0.060
*
```

## Properties
HOMO level (spin up / spin down) in eV: -19.9 / -20.6
Calculated total energy in eV: -56621.111
⟨S²⟩: 0.756


What did we get for ΔE to the lowest compared entry with this formula, charge and spin? Answer: 724.6 63.9 388.5 403.5 422.7 52.6 118.3 34.4 424.8 277.0 88.1 35.7 66.8 903.0 421.1 kJ/mol, in the order shown.